DFT (ωB97M-V/def2-TZVPD) results for C61H47ClMnN5OP2S as an isolated structure in a non-equilibrium geometry.

Each line ends with the Löwdin spin population.
Cartesian coordinates (Å):
Mn  -0.74  -0.66  -0.32  4.1019
O  1.64  -2.25  -0.78  0.0415
S  1.57  -0.85  -0.37  0.0186
C  2.56  0.02  -1.58  0.0046
C  3.52  -0.68  -2.28  0.0016
C  4.54  -0.03  -3.00  0.0005
C  4.62  1.34  -2.93  0.0003
C  5.61  2.33  -3.46  0.0001
C  5.04  3.72  -3.06  -0.0003
C  3.77  3.44  -2.34  -0.0016
C  2.78  4.24  -1.82  -0.0005
C  1.60  3.64  -1.33  -0.0039
C  1.42  2.27  -1.26  -0.0111
P  -0.24  1.50  -1.29  -0.0270
C  -0.12  1.12  -3.07  0.0052
C  0.08  2.12  -4.01  0.0000
C  0.31  1.80  -5.34  0.0002
C  0.36  0.47  -5.73  0.0008
C  0.16  -0.54  -4.79  0.0015
C  -0.08  -0.22  -3.47  0.0140
C  -1.31  2.95  -1.10  0.0007
C  -1.20  3.65  0.10  -0.0010
C  -1.95  4.80  0.30  0.0002
C  -2.82  5.24  -0.69  -0.0015
C  -2.94  4.53  -1.87  0.0001
C  -2.19  3.39  -2.08  -0.0012
C  2.50  1.43  -1.65  -0.0009
C  3.60  2.04  -2.26  0.0000
C  2.66  -0.60  1.09  0.0028
C  3.99  -0.32  0.85  0.0003
C  4.94  -0.07  1.85  0.0001
C  4.52  -0.12  3.15  -0.0002
C  5.25  0.12  4.43  0.0000
C  4.22  -0.19  5.53  0.0000
C  2.95  -0.50  4.81  -0.0003
C  1.70  -0.82  5.27  0.0001
C  0.70  -1.04  4.33  -0.0001
C  0.90  -0.97  2.95  0.0015
P  -0.65  -1.19  2.01  0.0253
C  -1.28  -2.82  2.51  0.0067
C  -0.58  -3.75  3.27  0.0015
C  -1.15  -4.99  3.53  0.0003
C  -2.41  -5.30  3.04  0.0008
C  -3.12  -4.36  2.32  -0.0001
C  -2.56  -3.13  2.05  0.0015
C  -1.72  -0.04  2.97  0.0078
C  -1.39  1.32  2.88  0.0027
C  -2.17  2.26  3.52  0.0006
C  -3.26  1.87  4.27  0.0009
C  -3.58  0.52  4.38  0.0007
C  -2.81  -0.43  3.73  0.0011
C  2.19  -0.68  2.43  0.0004
C  3.18  -0.44  3.42  0.0003
H  3.50  -1.76  -2.22  0.0004
H  5.25  -0.62  -3.56  0.0000
H  5.71  2.23  -4.54  0.0000
H  6.59  2.17  -3.03  0.0000
H  4.86  4.35  -3.94  -0.0001
H  5.74  4.26  -2.43  -0.0001
H  2.85  5.31  -1.84  -0.0001
H  0.80  4.30  -1.05  -0.0002
H  0.07  3.16  -3.70  0.0001
H  0.47  2.58  -6.06  0.0000
H  0.55  0.22  -6.76  0.0001
H  0.20  -1.58  -5.09  0.0001
H  -0.23  -1.01  -2.73  0.0077
H  -0.52  3.31  0.86  0.0000
H  -1.86  5.35  1.22  0.0001
H  -3.39  6.14  -0.53  -0.0001
H  -3.62  4.87  -2.64  0.0000
H  -2.30  2.83  -3.00  0.0000
H  4.35  -0.28  -0.17  0.0000
H  5.95  0.15  1.57  0.0000
H  5.59  1.16  4.48  0.0000
H  6.14  -0.51  4.50  0.0000
H  4.09  0.64  6.22  0.0000
H  4.53  -1.05  6.13  0.0000
H  1.49  -0.89  6.32  0.0000
H  -0.30  -1.26  4.69  0.0001
H  0.40  -3.52  3.67  0.0000
H  -0.60  -5.71  4.11  0.0000
H  -2.83  -6.28  3.22  0.0001
H  -4.12  -4.58  1.97  0.0000
H  -3.09  -2.39  1.47  0.0004
H  -0.53  1.60  2.29  0.0011
H  -1.91  3.31  3.44  0.0000
H  -3.87  2.61  4.77  0.0001
H  -4.42  0.21  4.97  0.0001
H  -3.08  -1.48  3.81  0.0001
N  -3.87  -3.64  -1.71  0.0021
C  -3.42  -2.41  -1.46  0.0036
N  -2.15  -2.48  -1.08  0.0173
C  -1.89  -3.82  -1.10  0.0028
N  -2.92  -4.53  -1.49  0.0002
C  -0.64  -4.44  -0.69  0.0003
C  -0.22  -5.65  -1.26  0.0004
N  0.93  -6.18  -0.90  -0.0003
C  1.65  -5.58  0.02  0.0005
C  1.19  -4.42  0.65  0.0005
N  0.06  -3.86  0.28  0.0074
H  -4.79  -3.95  -2.01  0.0001
H  -4.00  -1.52  -1.55  0.0001
H  -0.80  -6.16  -2.01  0.0000
H  2.61  -6.03  0.26  0.0001
H  1.74  -3.94  1.44  0.0001
Cl  -4.96  1.93  0.89  -0.0043
C  -4.64  1.56  -0.77  -0.0082
C  -5.51  2.03  -1.74  -0.0010
C  -5.28  1.73  -3.07  -0.0007
C  -4.20  0.94  -3.43  0.0009
C  -3.34  0.47  -2.45  -0.0010
C  -3.52  0.78  -1.10  -0.0183
C  -2.63  0.27  -0.01  -0.2083
H  -6.36  2.62  -1.44  -0.0005
H  -5.95  2.11  -3.83  0.0000
H  -4.03  0.68  -4.46  0.0001
H  -2.50  -0.15  -2.73  0.0018
H  -3.21  -0.45  0.59  -0.0032
H  -2.44  1.13  0.66  0.0001

Computed properties:
Spin multiplicity: 5
Charge: +2
HOMO level (spin up / spin down): -12.74 / -12.79 eV
LUMO level (spin up / spin down): -6.2 / -5.6 eV
⟨S²⟩: 6.260


DFT (ωB97M-V/def2-TZVPD) results for a 3-piece molecular cluster, C12H16N2O3 overall in a non-equilibrium geometry.

Each line ends with the natural charge from an NBO analysis.
Cartesian coordinates (Å):
C  14.54  -15.21  4.42  -0.6455
C  14.94  -16.20  3.31  0.0696
C  16.47  -16.16  3.00  -0.0900
O  16.79  -17.57  2.99  -0.4783
C  15.95  -18.35  3.49  0.9859
O  16.07  -19.53  3.81  -0.5881
O  14.82  -17.58  3.79  -0.5233
H  15.22  -14.36  4.55  0.2144
H  14.73  -15.77  5.34  0.2340
H  13.51  -14.85  4.41  0.2271
H  14.34  -15.89  2.44  0.1863
H  16.91  -15.65  3.85  0.1968
H  16.61  -15.73  2.01  0.2110
C  2.64  -22.29  0.30  -0.3049
C  2.95  -23.10  1.37  -0.3100
C  2.00  -22.67  2.39  -0.0642
N  1.10  -21.80  1.90  -0.5055
C  1.55  -21.55  0.62  -0.0935
H  3.14  -22.27  -0.66  0.2231
H  3.79  -23.77  1.43  0.2277
H  1.96  -22.96  3.43  0.2031
H  0.28  -21.37  2.29  0.4252
H  1.01  -20.81  0.04  0.1995
C  6.91  -15.46  1.94  -0.3014
C  7.83  -16.41  1.58  -0.3066
C  7.26  -17.64  1.44  -0.0748
N  5.93  -17.49  1.81  -0.5095
C  5.70  -16.14  2.15  -0.0854
H  7.12  -14.41  2.09  0.2215
H  8.85  -16.11  1.40  0.2158
H  7.60  -18.57  1.00  0.2159
H  5.15  -18.12  1.69  0.4153
H  4.71  -15.77  2.39  0.2089

Computed properties:
HOMO level: -8.05 eV
LUMO level: 0.7 eV


What calculated total energy values result from the calculations? In sequence: -146760.6556 -21824.1466 eV.